Computed, not measured: 11 unconnected molecules or ions with the total composition C44H88O11 at a distorted geometry, with ωB97M-V/def2-TZVPD.

The geometry in XYZ format:
```
143
Properties=species:S:1:pos:R:3:forces:R:3:lowdin_charge:R:1
C 5.6019 0.0488 2.3480 -1.135 -0.022 0.488 -0.154
C 7.0991 0.0770 2.6336 0.132 -0.146 -0.232 -0.164
C 7.2522 1.2757 3.5390 -0.487 0.677 0.028 -0.217
O 6.0146 1.3941 4.2419 -0.010 -0.573 0.301 -0.154
C 5.0116 1.1651 3.2327 1.509 0.675 -0.048 -0.186
H 5.1958 -0.8927 2.7200 -0.083 -0.086 -0.386 0.088
H 5.3050 0.2101 1.3122 0.197 -0.266 -0.056 0.097
H 7.6749 0.1900 1.7152 0.159 -0.140 0.100 0.109
H 7.3888 -0.8328 3.1591 0.160 -0.007 -0.156 0.110
H 7.3559 2.1751 2.9144 0.241 0.057 0.074 0.119
H 8.0728 1.2262 4.2498 -0.057 -0.008 0.087 0.120
H 5.0017 2.1216 2.6924 -0.689 -0.213 -0.288 0.117
H 4.0563 0.9413 3.6995 0.001 0.060 0.038 0.110
C -3.0033 3.0618 0.6793 0.438 -0.499 -0.645 -0.165
C -4.1894 3.9741 0.4406 -0.538 0.473 0.295 -0.171
C -3.7678 4.8287 -0.7711 -0.245 -1.333 0.569 -0.177
O -2.3483 4.7891 -0.7489 0.569 0.548 -0.734 -0.145
C -1.8543 4.0006 0.3090 -0.514 0.095 1.367 -0.211
H -3.0119 2.2144 -0.0159 -0.130 0.039 -0.022 0.108
H -2.9723 2.6427 1.6843 0.121 0.151 0.059 0.112
H -4.3516 4.6032 1.3207 0.031 0.014 -0.013 0.114
H -5.1117 3.4195 0.2695 -0.013 0.087 -0.090 0.091
H -4.1366 5.8527 -0.7664 0.082 0.041 0.101 0.117
H -4.1492 4.3038 -1.6542 0.249 0.320 -0.287 0.118
H -1.6815 4.6109 1.2117 0.162 0.271 -0.200 0.115
H -0.8881 3.5629 0.0582 -0.177 -0.236 -0.359 0.102
C -6.5887 1.1057 1.6346 -0.195 -0.593 -0.140 -0.139
C -5.8184 -0.2283 1.5828 0.267 -0.322 -0.463 -0.157
C -4.9759 -0.2730 2.8570 0.454 0.042 -0.414 -0.190
O -4.8457 1.0877 3.2433 0.134 -0.112 0.264 -0.138
C -6.0313 1.7752 2.9040 -0.367 0.795 -0.343 -0.201
H -7.6608 0.9087 1.5874 -0.047 0.217 0.597 0.106
H -6.4022 1.6841 0.7304 0.270 0.118 0.127 0.085
H -5.1463 -0.2117 0.7209 0.083 -0.008 0.057 0.094
H -6.4258 -1.1226 1.4408 -0.247 0.168 0.197 0.100
H -3.9781 -0.6507 2.6201 0.072 0.122 0.152 0.095
H -5.3417 -0.9085 3.6681 -0.460 0.166 -0.006 0.124
H -5.7597 2.8180 2.7204 0.130 -0.068 -0.095 0.104
H -6.7442 1.8367 3.7343 -0.042 -0.535 0.027 0.117
C -4.5100 -3.7544 0.7433 -0.313 -0.835 -0.871 -0.165
C -3.1407 -3.1111 0.9396 0.004 0.335 0.097 -0.161
C -2.7089 -3.5422 2.3538 -0.907 0.305 -0.275 -0.180
O -3.7616 -4.3754 2.8424 -0.200 -0.363 0.183 -0.143
C -4.5141 -4.8965 1.7417 0.643 0.157 0.418 -0.193
H -4.6154 -4.1228 -0.2825 -0.054 -0.006 0.066 0.102
H -5.3788 -3.1194 0.9193 0.303 0.334 0.177 0.095
H -3.2309 -2.0288 0.8279 0.214 0.028 0.133 0.077
H -2.4030 -3.4570 0.2147 -0.195 -0.046 -0.161 0.111
H -2.6862 -2.6803 3.0188 0.431 -0.104 0.161 0.107
H -1.7533 -4.0613 2.3262 0.050 -0.009 0.237 0.109
H -5.4989 -5.1853 2.1021 -0.043 0.109 0.078 0.119
H -4.0239 -5.8005 1.3612 0.050 0.044 -0.169 0.120
C 2.5545 -2.1664 3.2628 0.696 -0.653 -0.041 -0.150
C 2.0501 -1.9930 4.6958 -0.485 -0.038 0.600 -0.147
C 0.5702 -2.4129 4.6197 -0.624 0.397 -0.357 -0.199
O 0.3175 -2.6896 3.2449 0.056 -0.521 0.074 -0.182
C 1.5513 -3.1743 2.7101 -0.717 0.414 -0.624 -0.187
H 3.5904 -2.5108 3.2319 -0.075 -0.200 0.075 0.106
H 2.5563 -1.2638 2.6533 -0.371 0.094 0.181 0.083
H 2.1515 -0.9965 5.1244 0.161 0.062 -0.210 0.105
H 2.5110 -2.6943 5.3930 0.441 0.132 -0.178 0.108
H -0.1628 -1.6467 4.8837 0.247 0.112 0.185 0.117
H 0.3587 -3.2841 5.2499 0.088 -0.107 -0.144 0.116
H 1.4158 -3.1658 1.6262 0.303 0.174 0.008 0.112
H 1.6950 -4.2275 2.9807 0.321 0.134 0.390 0.124
C 1.0052 1.4991 -3.6187 0.217 -0.032 0.831 -0.151
C 0.3494 2.3006 -2.4977 -0.486 0.451 -0.132 -0.169
C -0.7410 3.0586 -3.2512 0.450 -0.643 -0.125 -0.182
O -1.1463 2.1373 -4.2763 -0.495 0.082 -0.055 -0.134
C -0.2185 1.0559 -4.4055 0.621 0.612 -0.042 -0.192
H 1.5742 0.6817 -3.1689 0.009 -0.102 -0.355 0.092
H 1.6800 2.1457 -4.1821 -0.046 -0.096 -0.190 0.120
H 1.0066 2.9952 -1.9729 0.101 -0.244 0.153 0.112
H -0.1442 1.6084 -1.8118 0.256 0.040 0.212 0.093
H -0.3228 3.9678 -3.6947 -0.130 0.032 -0.138 0.121
H -1.5926 3.3256 -2.6294 -0.083 0.009 -0.059 0.100
H 0.0071 0.9230 -5.4621 -0.166 -0.189 -0.034 0.118
H -0.6065 0.1238 -3.9904 -0.250 0.022 -0.086 0.091
C 2.2355 -3.1252 -5.6233 1.941 0.037 -1.318 -0.196
C 1.7876 -2.9425 -4.2078 -0.730 -0.598 -0.041 -0.161
C 0.2868 -2.7999 -4.4469 0.327 1.067 0.294 -0.193
O 0.1768 -1.9850 -5.6227 0.040 -0.426 -0.467 -0.148
C 1.3606 -2.1508 -6.4271 -0.013 -0.751 0.777 -0.176
H 2.2447 -4.1545 -5.9963 -0.934 -0.031 0.174 0.112
H 3.2992 -2.9053 -5.8047 -0.113 0.421 0.357 0.107
H 2.2438 -2.0358 -3.8108 -0.196 -0.099 0.360 0.089
H 1.9468 -3.8280 -3.5920 0.406 0.251 0.211 0.120
H -0.2229 -2.2519 -3.6575 -0.125 -0.182 0.065 0.093
H -0.1739 -3.7850 -4.5503 -0.131 0.019 -0.240 0.122
H 1.8328 -1.1740 -6.5307 0.030 0.061 -0.093 0.111
H 1.1731 -2.5830 -7.4108 -0.443 0.254 -0.066 0.113
C 4.6650 -0.2962 -3.4809 -0.415 0.746 -0.638 -0.182
C 5.8891 -1.1690 -3.3583 0.044 -0.954 0.499 -0.159
C 6.2602 -1.0589 -1.8602 -0.597 0.474 -0.301 -0.183
O 5.1655 -0.3905 -1.2214 -0.110 0.289 -0.011 -0.162
C 4.0352 -0.3463 -2.1148 0.401 -0.300 0.957 -0.205
H 3.9673 -0.5848 -4.2709 0.136 -0.130 -0.020 0.098
H 4.9910 0.7230 -3.7102 -0.184 0.058 0.127 0.121
H 6.7053 -0.8773 -4.0148 -0.019 -0.027 -0.035 0.108
H 5.6218 -2.2114 -3.5554 0.109 0.057 -0.219 0.107
H 7.1454 -0.4356 -1.7315 0.107 -0.177 0.235 0.113
H 6.3709 -2.0365 -1.3905 0.321 -0.033 -0.050 0.114
H 3.4117 0.5013 -1.8328 0.193 0.159 -0.100 0.106
H 3.4191 -1.2308 -1.9146 0.012 -0.119 -0.365 0.113
C 0.8976 4.6938 3.4768 -0.031 -0.300 0.864 -0.174
C 1.4637 5.5563 2.3844 0.431 0.570 -0.374 -0.167
C 2.0526 4.5606 1.3685 0.082 -0.036 1.312 -0.154
O 2.2043 3.3393 2.1200 -0.222 -0.939 -0.533 -0.171
C 1.8771 3.5291 3.4728 0.026 0.507 1.083 -0.237
H -0.1273 4.3592 3.2962 0.085 -0.076 -0.207 0.104
H 0.9044 5.1848 4.4527 -0.082 0.099 -0.095 0.116
H 2.2970 6.1179 2.8156 -0.153 0.216 -0.105 0.114
H 0.7448 6.2510 1.9497 0.095 -0.010 -0.040 0.112
H 3.0695 4.8313 1.0866 -0.190 0.266 -0.494 0.119
H 1.3890 4.4286 0.5137 0.171 -0.310 -0.088 0.101
H 2.7771 3.7335 4.0752 0.099 0.494 -0.315 0.121
H 1.4826 2.6703 4.0291 -0.266 -0.450 -0.973 0.118
C -4.6524 -2.2139 -3.5590 -0.340 -0.058 -0.029 -0.156
C -4.3092 -1.4166 -2.3144 1.009 -0.421 1.005 -0.147
C -2.7739 -1.5975 -2.2227 -0.640 0.154 -0.631 -0.201
O -2.5116 -2.8359 -2.8742 0.111 -0.290 -0.005 -0.166
C -3.7095 -3.3953 -3.4552 0.995 0.083 0.386 -0.179
H -4.3798 -1.6557 -4.4560 -0.155 0.114 -0.005 0.121
H -5.7071 -2.4848 -3.6036 0.035 -0.071 -0.099 0.114
H -4.6218 -1.9311 -1.3994 -0.691 -0.070 -0.244 0.087
H -4.6646 -0.3924 -2.2317 0.086 0.084 -0.366 0.112
H -2.4577 -1.6714 -1.1861 0.163 0.181 0.004 0.072
H -2.2198 -0.8167 -2.7495 0.035 0.151 0.107 0.105
H -4.0125 -4.2193 -2.8007 -0.499 0.149 -0.024 0.110
H -3.3993 -3.8321 -4.4049 -0.224 0.096 -0.114 0.119
C -0.7022 0.2440 0.7820 -0.138 -0.615 -0.425 -0.144
C 0.3776 0.6944 1.7405 0.574 0.389 0.323 -0.142
C 1.6204 0.6275 0.8764 -0.206 0.220 -0.780 -0.195
O 1.3601 -0.3872 -0.0982 0.348 -0.567 -0.094 -0.154
C 0.0083 -0.8616 0.0053 0.885 0.184 0.380 -0.179
H -0.9144 1.0355 0.0610 -0.380 0.125 0.269 0.085
H -1.5935 -0.1369 1.2818 -0.162 0.274 -0.104 0.107
H 0.4931 0.0197 2.5931 -0.271 -0.018 -0.020 0.109
H 0.2796 1.7213 2.0920 -0.296 -0.098 0.154 0.097
H 2.5451 0.4305 1.4220 -0.029 -0.096 -0.068 0.101
H 1.7482 1.5555 0.3078 0.126 0.084 0.268 0.107
H 0.0057 -1.8044 0.5668 -0.161 0.000 -0.054 0.104
H -0.3100 -1.0438 -1.0194 -0.326 0.063 0.069 0.101
```
Forces are in eV/Å.

Output
* SMILES: C1CCOC1.C1CCOC1.C1CCOC1.C1CCOC1.C1CCOC1.C1CCOC1.C1CCOC1.C1CCOC1.C1CCOC1.C1CCOC1.C1CCOC1
* HOMO level: -9.17 eV
* energy relative to the best compared isomer or geometry (same formula, charge and spin): 0.072 eV
* calculated total energy: -2556.737125 a.u.
* LUMO: 0.7 eV
* orbital gap: 9.82 eV